1.
{
  "formula": "C5H17NO3Ta",
  "method": "ωB97M-V/def2-TZVPD",
  "elements": ["C", "C", "C", "O", "C", "Ta", "N", "C", "O", "O", "H", "H", "H", "H", "H", "H", "H", "H", "H", "H", "H", "H", "H", "H", "H", "H", "H"],
  "positions_angstrom": [[1.486, 3.086, -0.581], [0.473, 2.547, 0.408], [-0.837, 2.101, -0.216], [-0.626, 1.110, -1.193], [-1.454, -0.074, -1.057], [-1.100, -1.610, 0.590], [-0.996, -2.757, 2.290], [1.079, -1.968, -0.078], [1.223, -3.114, -0.858], [2.638, -3.206, -1.333], [1.046, 3.834, -1.247], [1.857, 2.290, -1.222], [2.333, 3.562, -0.087], [0.869, 1.687, 0.953], [0.233, 3.317, 1.153], [-1.487, 1.705, 0.569], [-1.345, 2.958, -0.689], [-2.504, 0.240, -1.153], [-1.231, -0.644, -1.966], [-1.823, -2.759, -0.672], [-2.888, -1.368, 1.033], [-0.727, -0.052, 1.558], [-1.756, -2.589, 2.943], [-0.127, -2.600, 2.797], [1.742, -2.011, 0.801], [1.371, -1.065, -0.645], [2.550, -2.617, -2.097]],
  "total_charge": -1,
  "multiplicity": 1,
  "e_tot_ha": -537.9513
}

---

2.
{
  "formula": "C3H3NO",
  "method": "ωB97M-V/def2-TZVPD",
  "elements": ["C", "C", "N", "C", "O", "H", "H", "H"],
  "positions_angstrom": [[-0.726, 0.653, -0.736], [-0.644, -0.526, -0.126], [0.501, -0.982, 0.548], [1.453, -0.361, 0.974], [2.401, 0.153, 1.430], [-1.643, 0.968, -1.219], [0.124, 1.330, -0.766], [-1.466, -1.235, -0.104]],
  "multiplicity": 1,
  "e_tot_ha": -246.0874,
  "smiles": "C=CN=C=O",
  "e_above_lowest_kcal_mol": 2.6
}